Density functional theory data (ωB97M-V/def2-TZVPD) for C12H23OP in the gas phase in a non-equilibrium geometry.

HOMO-LUMO gap (spin up / spin down)	8.34 / 8.34	eV
charge	0
LUMO level (spin up / spin down)	0.36 / 0.36	eV
ΔE to the lowest compared entry with this formula, charge and spin	47.5	kcal/mol
HOMO (spin up / spin down)	-0.2931 / -0.2931	Eh

Structure (XYZ):
```
37
Properties=species:S:1:pos:R:3:forces:R:3:lowdin_charge:R:1
C -0.7955 1.4144 0.8832 0.96 0.50 -3.03 -0.408
C 3.0428 -0.3286 1.1223 0.19 1.00 -0.50 -0.142
H -2.7136 0.3600 0.5716 1.27 0.27 -1.08 0.140
H -2.4954 -2.5058 -1.5170 0.52 0.86 -2.96 0.036
H 2.1979 -2.1415 -1.7956 0.02 -0.01 2.70 0.128
H 2.9634 -0.7130 2.1237 -0.17 -1.37 0.09 0.062
C -1.7894 0.7006 -0.0297 -0.34 -2.98 2.23 -0.082
H -1.2497 1.5646 -1.7879 2.94 2.14 -1.55 0.038
H -0.2395 -1.4965 -1.1790 -1.43 0.13 1.21 0.105
H -3.0617 -3.5167 -0.3839 -1.07 0.54 0.41 0.102
C 2.0572 -0.7212 -0.0009 0.18 -0.36 1.83 -0.726
H -2.9501 1.7392 -1.4456 0.15 -0.27 -0.57 0.106
H 1.3899 1.2693 -0.6126 1.12 -1.63 -1.41 0.109
H -0.8429 0.2438 2.5397 0.26 -0.80 0.79 0.083
H -2.1396 0.2444 -1.9588 -1.15 -3.94 -2.85 0.018
C -0.6898 -1.3377 -0.1399 -0.32 1.89 -0.46 -0.220
H 3.0346 0.7035 1.4022 -0.54 1.27 -0.46 0.063
C -2.9471 -2.4428 -0.6042 1.21 -1.31 2.78 -0.010
C 2.4950 -2.0480 -0.6367 -1.55 -0.61 -1.77 -0.120
O -2.0124 -2.2836 1.5667 -0.03 0.51 0.08 0.008
H 1.4725 -0.1324 -1.8454 -2.14 -0.70 -2.46 0.021
C -1.8857 -2.0139 0.3836 0.66 -0.94 -0.53 -0.599
H -3.7110 -1.7425 -0.3772 -1.43 0.01 -0.64 0.080
H 0.9056 0.7341 2.3219 -1.39 0.73 -0.16 0.079
H 2.1180 -2.8603 0.0094 -0.14 -0.12 -0.80 0.060
H -0.5151 2.7929 2.3285 -0.08 0.89 0.87 0.078
P 0.6128 -1.1891 1.0988 -1.50 0.55 -0.48 1.043
H -2.2181 2.5487 1.8951 -2.64 -0.06 1.69 0.046
H 2.8962 0.5533 -1.4481 0.96 0.69 -0.09 0.077
H -1.2744 3.5329 0.9226 0.17 1.53 -1.25 0.059
C 1.9242 0.3360 -1.0674 0.01 2.20 3.49 -0.076
C -0.0557 0.4138 1.8200 1.15 0.51 -0.40 -0.281
H -0.2141 1.8852 0.0798 1.11 -0.57 0.44 0.088
C -2.0656 1.0857 -1.4605 -1.87 2.45 4.84 -0.052
C -1.2687 2.7259 1.5719 1.83 -2.83 -0.03 -0.025
H 3.5308 -2.2433 -0.6826 1.55 0.38 0.18 0.047
H 4.0168 -0.4298 0.7331 1.53 -0.53 -0.16 0.063
```
Positions in Å, forces in eV/Å.

---

Density functional theory data (ωB97M-V/def2-TZVPD) for C12H24AlClIN3O2P2 as an isolated structure in a non-equilibrium geometry.

HOMO-LUMO gap	4.17	eV
charge	+2
LUMO level	-9.81	eV
HOMO	-0.5137	Eh

Structure (XYZ):
```
46
Properties=species:S:1:pos:R:3:forces:R:3:lowdin_charge:R:1
H 2.1359 -3.3182 2.8683 -0.67 0.34 0.22 0.146
C -0.1739 3.3978 0.2212 -0.15 -0.77 0.26 -0.211
C -1.2172 -2.7860 3.1460 -0.10 -0.16 0.16 -0.129
H -3.4021 0.7587 -7.6135 0.06 -0.12 -0.01 0.086
C 2.4587 3.0307 -0.8776 -0.03 -0.61 0.12 -0.220
H -2.0764 -2.8422 2.4416 0.64 0.21 0.32 0.147
Al 0.4716 0.0851 -0.6415 -6.39 2.07 -0.02 0.024
H 1.7125 0.3011 3.3838 -0.22 -0.56 -0.19 0.118
C 0.0227 -1.3647 4.6707 -0.09 -0.09 0.51 -0.156
N 1.2639 -1.6989 3.9608 0.02 0.37 -0.69 -0.125
H -2.6772 -0.4355 -8.7507 0.00 0.02 0.20 0.098
H 0.2250 4.0432 -2.6716 0.10 -0.21 0.24 0.080
H 3.0824 2.5387 -1.6290 0.02 0.15 0.01 0.063
H -1.4306 -3.5328 3.9432 0.33 0.57 -0.44 0.152
H -0.0780 4.4618 -0.0211 0.13 -0.28 -0.13 0.080
P 0.7555 2.3618 -0.9698 0.44 3.00 -0.70 0.750
H 1.2241 -2.7328 0.7288 -0.41 0.14 0.39 0.111
C -1.7630 -0.3461 -6.8262 1.08 -0.31 -0.92 -0.785
O 3.3907 -0.4105 -0.2172 -5.68 1.25 -0.45 0.268
C 0.1532 2.9528 -2.5957 -0.07 -0.71 0.02 -0.217
I -2.2949 0.0503 -4.6856 0.21 -0.04 -0.08 0.663
C -2.9701 -0.2406 -7.7158 0.00 0.02 0.17 -0.097
O -0.6454 -0.5997 -7.1306 -1.34 0.36 0.74 0.050
H 1.0743 -3.7997 4.2053 -0.12 0.60 -0.45 0.152
H 2.4666 4.1121 -1.0495 -0.12 -0.22 0.02 0.078
C 1.5752 -0.7035 2.9316 1.50 0.17 0.21 -0.267
C 2.2483 -0.2164 -0.3831 9.36 -2.57 0.18 -0.078
Cl -1.8567 0.4798 -0.9814 2.32 -1.09 0.18 0.157
H 0.1014 -0.3554 5.1327 -0.06 -0.57 -0.48 0.146
H -1.2241 3.0972 0.1834 0.09 0.15 0.02 0.040
H -0.5568 -2.6434 0.5074 0.44 -0.01 0.36 0.109
H 2.8793 2.8164 0.1087 0.05 0.15 -0.05 0.059
H 0.7460 2.4896 -3.3892 -0.11 0.10 -0.01 0.066
H -0.1183 -2.0775 5.5137 0.07 0.33 -0.69 0.152
H -0.8870 2.6362 -2.7065 0.10 0.08 -0.11 0.017
H 0.2058 3.2150 1.2300 -0.05 0.13 -0.04 0.057
H -3.7227 -0.9600 -7.3809 0.10 0.08 -0.04 0.087
N -1.1376 -1.4357 3.7679 0.33 0.37 -0.72 -0.125
N 0.0441 -3.1758 2.4618 0.12 0.25 -0.27 -0.132
H -1.0705 0.6541 3.2404 0.16 -0.66 -0.29 0.121
H 2.5423 -0.9744 2.4545 -0.44 0.12 0.36 0.100
C -1.1290 -0.3483 2.7638 -1.70 -0.52 0.14 -0.259
H -2.0782 -0.3991 2.1906 0.47 0.14 0.31 0.102
C 1.1844 -3.0560 3.3862 0.10 -0.33 0.23 -0.150
C 0.2734 -2.4231 1.2135 -1.09 -0.99 0.07 -0.292
P 0.2725 -0.6062 1.5807 0.63 -0.34 1.35 0.964
```
Positions in Å, forces in eV/Å.

---

Density functional theory data (ωB97M-V/def2-TZVPD) for C12H24AlFO13P as an isolated structure in a non-equilibrium geometry.

HOMO-LUMO gap (spin up / spin down)	4.90 / 4.72	eV
<S²>	0.763
charge	-2
spin multiplicity	2
LUMO level (spin up / spin down)	4.00 / 4.00	eV
ΔE to the lowest compared entry with this formula, charge and spin	36.8	kcal/mol
HOMO (spin up / spin down)	-0.0332 / -0.0265	Eh

Structure (XYZ):
```
52
Properties=species:S:1:pos:R:3:forces:R:3:lowdin_charge:R:1
O -0.8553 0.3138 -1.4968 -2.61 -0.82 -4.62 -0.044
C 1.3943 -4.0606 2.5528 -0.81 -0.32 1.78 -0.228
H 0.8657 0.3897 -4.7625 0.15 0.45 -0.18 0.091
O -0.7128 2.6348 0.7613 -2.37 2.81 -1.66 0.020
O -0.9509 4.5298 -0.4883 -3.15 0.75 0.33 0.000
C 3.1556 -3.2437 1.2752 0.45 3.80 -0.61 -0.516
C -4.8435 -0.7648 -1.9062 -0.27 0.62 -0.52 -0.069
C -3.3625 -0.8151 -1.7802 0.44 -1.16 2.75 -0.263
H 1.6729 -3.4886 3.4378 0.54 0.72 -0.57 0.134
H -2.6017 2.7265 2.4179 0.39 -0.29 -0.25 0.127
H 6.1794 -3.0092 -0.1289 -0.48 -1.23 -0.43 0.080
O 2.4852 -4.3053 1.6687 -0.20 -1.05 0.07 0.044
H 5.6786 -2.1145 1.1289 -0.78 0.20 0.56 0.100
H -3.1841 -1.8567 -1.5133 0.80 -0.44 -0.88 0.126
Al 1.1316 0.2791 0.6946 1.59 1.27 0.96 0.934
C -1.4260 0.1411 -2.6214 4.59 2.07 2.48 -0.476
F 1.3568 0.9630 3.5995 -0.42 -0.45 -0.61 -0.851
O 2.5964 2.8159 0.5449 -0.99 0.73 0.80 -0.305
H 0.4852 -3.5948 2.1722 0.59 0.34 -0.94 0.129
C -3.9637 1.6614 1.0623 0.57 1.08 1.12 -0.047
H -4.6778 1.2952 1.7999 -0.59 0.53 0.01 0.061
C -3.2970 2.9813 1.6181 0.15 -1.59 1.02 -0.203
H 1.0258 0.3583 -3.0320 -0.12 0.05 0.25 0.082
O 4.3296 -3.6249 0.6345 -2.32 -1.42 1.14 -0.014
O -0.8688 0.4938 -3.8574 -3.27 -1.20 2.34 -0.028
H -5.2422 0.2204 -1.6646 -0.19 -0.06 -0.03 0.066
H -5.1596 -1.0445 -2.9112 -0.14 -0.11 0.03 0.079
H -3.2892 0.8055 1.0905 0.53 0.42 -0.89 0.068
H 0.6632 1.8881 -3.7461 -0.18 0.03 -0.23 0.097
C 5.2383 -2.6516 0.2888 1.92 2.64 -0.21 -0.103
H 4.8979 -1.8798 -0.4015 -0.58 -0.09 0.11 0.105
O -2.6539 3.8008 0.6703 -1.30 1.14 -0.89 0.029
C 0.9673 -5.3789 3.1739 0.23 0.43 -0.21 -0.086
H 0.4633 3.4790 -1.4910 0.34 0.23 -0.26 0.097
H 0.4911 5.3401 -1.6037 -0.20 -0.35 -0.37 0.093
H -4.4515 1.8940 0.1157 0.09 -0.45 -0.05 0.066
H 0.1197 -5.1687 3.8261 -0.25 -0.07 -0.21 0.074
H 1.7600 -5.6900 3.8543 0.07 -0.69 -0.39 0.073
O 3.8596 0.8876 0.7568 0.18 -1.98 2.09 -0.290
C 0.3321 4.4447 -1.0028 1.91 -0.35 0.51 -0.046
C -1.4023 3.5901 0.3101 3.80 -3.93 2.17 -0.548
P 3.6736 2.0406 -0.2096 2.81 2.11 -2.76 -0.177
O 5.0063 2.8462 -0.5259 -2.81 -1.59 0.44 -0.516
O 2.9685 1.3557 -1.3937 -0.33 0.00 -0.88 -0.443
H -4.0085 3.6103 2.1530 -0.39 0.16 -0.63 0.110
H -5.1747 -1.5143 -1.1874 -0.50 0.22 -0.06 0.082
C 0.4657 0.8207 -3.8447 2.56 -0.02 0.22 -0.095
O 2.7569 -2.0922 1.4467 1.46 -2.74 -0.51 0.036
H 0.6944 -6.0612 2.3689 0.11 -0.49 0.42 0.073
H -3.0293 -0.3801 -0.8379 0.00 0.73 -0.21 0.106
O -2.5956 -0.3652 -2.8447 -1.32 -0.28 -1.42 0.076
H 1.0359 4.4974 -0.1721 0.29 -0.37 -0.11 0.088
```
Positions in Å, forces in eV/Å.

---

Density functional theory data (ωB97M-V/def2-TZVPD) for C12H24AlO20S2 as an isolated structure in a non-equilibrium geometry.

HOMO-LUMO gap	1.39	eV
charge	-1
LUMO level	-2.79	eV
ΔE to the lowest compared entry with this formula, charge and spin	146.1	kcal/mol
HOMO	-0.1535	Eh

Structure (XYZ):
```
59
Properties=species:S:1:pos:R:3:forces:R:3:lowdin_charge:R:1
H 4.6810 3.2755 -3.6539 -0.27 -0.22 0.38 0.104
H -7.3208 3.8930 -2.5166 0.36 0.10 0.17 0.090
O -2.1545 -1.4308 5.0981 -1.51 -0.48 3.05 0.060
H 6.3085 3.6838 -3.2285 0.19 -0.29 0.06 0.094
H 4.2435 1.3307 4.8651 0.05 0.05 -1.12 0.098
H 3.0025 0.0691 4.4068 0.21 0.19 0.04 0.103
C 5.7186 -1.5275 -5.0114 -1.18 -0.39 1.40 -0.050
C 5.5717 2.8832 -3.1631 -0.28 0.97 0.04 -0.036
C -1.0769 -3.7218 6.1211 -1.07 -0.73 0.07 0.002
H -0.0989 -3.5397 5.6755 -0.23 0.54 0.21 0.100
H -5.7078 4.2805 -3.2544 -0.15 -0.01 0.23 0.094
O -1.9371 -5.2482 -1.3898 -0.80 0.35 3.78 -0.239
C -7.0221 0.8404 -6.5586 -0.21 -1.29 -1.33 -0.043
H -2.5890 1.0147 6.6238 -0.49 0.55 0.05 0.101
O 4.9840 -0.5524 4.3608 0.46 1.44 1.98 0.055
H -3.6131 0.7666 8.1022 0.45 -0.35 0.05 0.092
O 3.7197 -1.1992 2.5558 1.95 0.82 2.04 0.079
H -6.4652 0.0482 -6.0583 0.21 0.71 0.70 0.101
S -0.9873 5.1770 0.6129 0.36 1.16 0.03 0.167
H 5.9071 -2.4031 1.1670 0.13 -0.31 -0.14 0.097
O -0.3681 -4.9902 -2.9248 2.17 0.20 -0.67 -0.241
H -1.7730 -4.1104 5.3778 -0.02 0.77 -0.41 0.096
H 6.4221 -3.7487 2.2974 0.04 -0.01 -0.59 0.093
O -1.6582 -2.6300 6.8928 2.03 -4.79 1.56 0.034
O -0.8357 4.9996 -0.8406 0.10 0.37 -0.85 -0.293
H -8.0354 0.4670 -6.7068 -0.08 0.04 0.09 0.095
C 4.6960 -1.2235 3.3282 -1.70 -4.06 -4.65 -0.592
O 0.0510 4.3584 1.2335 1.26 -1.00 0.76 -0.278
H -1.0426 -4.5887 6.7809 0.45 0.46 0.53 0.088
O -2.5887 -4.6771 -3.5128 -1.05 0.10 -1.23 -0.288
O -7.1172 2.1286 -6.0270 -1.10 0.31 -1.69 0.029
O -2.2342 4.4840 0.9356 -1.55 -0.60 0.47 -0.268
C -3.3045 0.3705 7.1348 0.56 -0.02 -1.19 -0.017
O -1.8006 -6.9857 -3.0459 0.01 0.58 -0.34 -0.343
S -1.7019 -5.5667 -2.7704 -0.31 -0.91 -1.43 0.150
C 3.9623 0.2776 4.8795 -0.55 1.21 1.07 -0.021
H -4.2045 0.2459 6.5328 0.16 -0.17 -0.15 0.097
Al -1.2952 -0.2756 -0.8449 0.02 0.03 0.00 0.993
H 5.4172 2.6119 -2.1188 -0.25 0.01 -0.15 0.105
H -6.5897 0.9504 -7.5531 0.05 0.03 0.03 0.096
O -6.0071 1.7592 -4.1245 -1.49 1.25 -0.92 0.086
H 5.5954 -2.0948 -4.0888 -0.11 0.33 0.49 0.088
O -2.5740 -0.8499 7.2989 -1.70 0.40 1.66 0.000
C 5.3134 0.7476 -4.0236 -2.59 -3.21 0.32 -0.564
H 4.7546 -1.6491 -5.5053 0.29 0.13 -0.50 0.095
O 5.6479 -2.2081 3.1811 -0.50 1.39 1.03 -0.038
O 4.1793 0.5505 -3.5540 2.81 0.72 -1.13 0.090
H -7.0695 5.4385 -3.3514 -0.14 -0.27 -0.62 0.087
O -0.9384 6.5468 1.0911 -0.20 -0.27 -0.50 -0.362
C -6.7455 2.4366 -4.8470 2.36 0.50 3.77 -0.610
H 6.5561 -2.0590 -5.4632 -0.05 0.82 -0.62 0.091
H 3.9119 0.1958 5.9652 -0.07 -1.06 0.01 0.093
C 5.6526 -3.0267 2.0241 0.09 0.10 0.07 -0.059
O 6.0757 1.7951 -3.9047 0.76 0.28 -0.23 0.011
C -6.7900 4.3852 -3.3316 -0.07 -1.57 -0.65 0.004
H 4.7209 -3.5554 1.8232 -0.15 0.24 0.24 0.093
O 6.0274 -0.1590 -4.7611 0.63 0.83 -0.03 -0.028
C -2.2448 -1.6727 6.3349 1.40 3.82 -5.47 -0.653
O -7.2290 3.6818 -4.5664 0.32 0.19 0.23 -0.029
```
Positions in Å, forces in eV/Å.

---

Density functional theory data (ωB97M-V/def2-TZVPD) for C12H24As2F12O12Tl as an isolated structure in a non-equilibrium geometry.

HOMO-LUMO gap	1.44	eV
charge	+1
LUMO level	-12.14	eV
ΔE to the lowest compared entry with this formula, charge and spin	199.9	kcal/mol
HOMO	-0.4989	Eh

Structure (XYZ):
```
63
Properties=species:S:1:pos:R:3:forces:R:3:lowdin_charge:R:1
F 4.3799 2.4052 -1.7195 1.07 -0.79 -0.75 -0.284
H 3.9191 -4.0153 4.7211 -0.87 -0.46 -0.15 0.104
F 6.4777 0.2189 -3.6069 -0.87 1.25 0.79 -0.248
H -4.2175 1.4121 -5.8777 0.40 0.24 -0.12 0.112
H -3.7447 4.4635 6.9054 0.19 -0.62 -0.04 0.095
H 5.2563 -6.4441 0.6303 -0.31 0.70 0.36 0.100
H -0.3909 -1.2063 -8.7230 0.06 -0.61 0.73 0.105
H -1.2130 0.2408 -8.4634 -0.73 -0.06 -0.05 0.103
F 5.2675 2.3724 -4.1568 0.03 -1.42 2.08 -0.251
C -4.8277 2.4917 4.1371 -1.80 -1.10 -0.65 -0.018
H 2.0244 -3.6896 -3.2316 0.36 0.12 0.54 0.096
F -3.9689 6.1093 0.9275 0.73 -0.14 -0.16 -0.228
H -3.7484 0.2277 -4.6965 0.05 -0.15 0.07 0.105
H -2.6114 5.6727 6.5989 0.75 -0.02 -0.58 0.108
O -1.9930 3.7314 5.9141 -0.48 -1.07 -2.01 0.022
O -3.9649 3.0999 5.0950 0.03 -0.36 -0.71 0.020
C -1.3839 -2.4385 5.1391 -2.02 1.04 -0.86 -0.060
F 5.8617 0.3549 -1.2287 -0.43 0.96 -0.88 -0.250
O -0.9302 -0.0516 -4.5696 -0.38 0.22 -1.42 0.186
C -3.3610 1.0334 -5.3200 -0.61 0.16 1.19 -0.028
F -3.5431 5.7854 -2.5700 0.01 0.20 1.85 -0.243
H -2.2171 4.4809 7.8247 0.21 -0.25 -0.20 0.109
O -0.2487 -3.1857 5.1209 3.52 -1.19 0.13 0.031
H -1.3495 -1.8563 4.2183 -0.73 0.49 0.27 0.095
H -2.2061 -3.1533 5.1040 -0.11 0.25 0.07 0.110
H -5.2217 1.5108 4.4031 1.23 -0.65 0.69 0.099
O 3.9350 -5.0220 -0.0900 -0.88 1.52 -0.27 0.023
H -1.4482 -1.8323 6.0427 0.02 0.11 -0.13 0.111
H -4.4495 2.3880 3.1201 0.29 0.60 0.29 0.106
C 3.2214 -3.1845 4.6157 0.59 1.34 -0.42 -0.007
C 0.8348 -2.7041 4.5108 0.39 0.42 -1.22 -0.521
O -0.6580 -0.6486 -6.7186 1.39 -0.89 0.24 0.038
O 0.9035 -1.7237 3.7538 -0.26 -1.41 1.58 0.141
H -5.8291 2.9207 4.1701 0.54 1.38 -0.17 0.106
F 4.0260 0.3324 -2.9216 1.20 0.84 -0.12 -0.275
As -3.6831 5.9650 -0.7782 0.41 0.72 -1.13 0.859
H 5.8357 -5.8198 -0.8686 -0.46 0.82 -0.32 0.109
O 2.3858 -3.4592 -0.8047 2.37 -3.19 -0.44 0.148
O -2.4205 0.5292 -6.2268 1.22 -0.60 0.01 0.001
H -2.8921 1.7626 -4.6593 -0.25 0.23 -0.16 0.108
C -2.6667 4.6112 6.8403 -1.03 0.08 0.10 -0.011
F -2.5077 4.5905 -0.5578 -0.99 1.32 -0.11 -0.289
H -2.1086 -1.3190 -8.0953 0.20 0.14 -0.06 0.108
F -4.9986 4.8159 -0.8024 0.46 0.24 -0.24 -0.232
H 3.4125 -2.6679 3.6751 -0.12 -0.26 -0.20 0.097
O -2.0823 2.3828 3.9845 -1.35 2.17 2.92 0.146
H 2.8830 -4.6975 -4.3237 1.14 -0.23 0.53 0.106
C -2.6649 3.0290 4.8967 1.43 -0.14 0.25 -0.446
C 3.1812 -4.4250 -1.0437 0.11 0.98 0.28 -0.456
H 4.4423 -6.9203 -0.7758 -0.11 0.25 -0.44 0.101
H 3.5297 -2.4681 5.3772 -0.50 0.04 0.31 0.104
C -1.2764 -0.0389 -5.7502 -1.43 -0.03 -0.40 -0.535
Tl 0.4926 1.1096 -0.0581 0.18 0.14 -0.12 0.956
C 2.5196 -4.6585 -3.2969 -1.93 0.32 -1.04 -0.025
H 1.7184 -5.3973 -3.2779 0.04 -0.15 0.28 0.104
O 1.8395 -3.5508 4.7296 0.08 -0.32 0.53 0.043
C 4.9177 -6.0480 -0.3271 -0.15 -1.51 -0.07 -0.014
F -4.8041 7.3393 -0.9685 0.85 -1.12 -0.21 -0.215
F 6.9078 2.4574 -2.1850 -1.92 -1.63 -0.74 -0.237
As 5.5025 1.3581 -2.6619 0.59 0.67 -0.23 0.942
O 3.4378 -4.9418 -2.2503 -0.18 0.48 0.59 0.026
C -1.1619 -0.7790 -8.0818 0.09 1.41 0.03 0.024
F -2.3196 7.1441 -0.7684 -1.35 -1.50 0.08 -0.234
```
Positions in Å, forces in eV/Å.

---

Computed E_tot (eV) in order:
-24148.43972; -67180.69857; -58052.90679; -82040.75808; -196367.94035